# 1
The following is a DFT calculation (wB97M-V/def2-TZVPD) of C26H56AlCl10N2O2 as an isolated structure at a distorted geometry.

Properties
Spin multiplicity ... 1
Energy ... -6128.47219 Eh
Net charge ... -1

XYZ file:
```
97
Properties=species:S:1:pos:R:3:forces:R:3
C -7.754 -6.871 -1.956 0.179 -0.226 -1.170
C -6.335 -7.273 -2.605 -0.709 -0.846 0.109
C -5.254 -7.768 -1.542 -0.643 0.055 0.234
C -4.586 -6.611 -0.665 0.466 -0.498 0.022
C -3.967 -5.398 -1.501 0.530 -0.368 -0.326
C -2.369 -5.619 -1.662 -0.515 1.127 1.427
C -1.692 -4.826 -0.411 -0.032 -0.149 -0.022
C -1.044 -3.435 -0.853 0.743 -0.660 -0.020
C 0.151 -2.942 0.112 -0.757 -0.258 -0.816
C 0.823 -1.593 -0.463 -1.524 -0.017 0.988
C 0.565 -0.397 0.590 0.940 0.324 -0.396
C 1.836 0.572 0.720 -0.074 -0.244 -0.067
Al 1.370 2.571 0.927 0.700 -0.200 -0.637
C 0.809 3.267 -0.927 -0.298 0.115 -0.852
C 1.956 4.044 -1.737 -0.581 0.366 -1.064
C 1.364 5.076 -2.845 1.599 0.465 0.793
C 0.993 6.502 -2.176 -0.309 0.125 -1.020
N -0.507 6.633 -2.188 0.761 0.101 0.225
C 3.150 3.503 1.436 0.586 -1.248 0.255
O 2.996 4.672 2.299 -0.423 0.419 -0.988
C 1.977 5.575 1.825 0.450 1.320 0.594
N 0.065 2.937 2.295 0.512 0.215 1.651
C -1.146 2.081 2.190 -0.490 -1.025 0.811
C 0.731 2.740 3.600 0.365 -2.984 -0.208
C 0.891 3.883 4.693 0.390 0.548 -0.870
O 1.198 1.592 3.848 -1.103 3.180 0.061
H -8.512 -6.943 -2.819 0.896 0.105 1.394
H -7.802 -5.796 -1.595 0.200 -1.418 -0.105
H -8.046 -7.631 -1.157 0.356 1.215 -0.950
H -5.982 -6.449 -3.300 -0.244 -0.954 0.988
H -6.561 -8.177 -3.281 0.389 1.274 0.897
H -4.497 -8.450 -2.062 -0.782 1.211 0.683
H -5.818 -8.446 -0.802 0.813 0.832 -1.090
H -5.310 -6.288 0.160 0.833 -0.234 -1.358
H -3.704 -7.099 -0.110 -1.307 0.723 -0.631
H -4.373 -5.290 -2.556 0.040 -0.364 1.370
H -4.191 -4.407 -0.971 0.527 -1.382 -0.778
H -2.067 -6.706 -1.544 -0.646 1.178 -0.546
H -2.035 -5.199 -2.667 -0.175 -0.607 1.386
H -0.927 -5.494 0.129 -0.838 1.047 -0.959
H -2.525 -4.659 0.364 1.254 -0.150 -1.028
H -1.856 -2.637 -0.952 1.157 -0.978 0.085
H -0.561 -3.615 -1.880 -0.805 0.417 1.286
H -0.344 -2.760 1.133 1.079 -0.278 -1.277
H 0.908 -3.802 0.162 -1.168 1.272 0.101
H 0.219 -1.322 -1.400 1.235 -0.379 1.037
H 1.928 -1.697 -0.694 -1.463 0.041 0.275
H -0.342 0.192 0.202 1.131 -0.897 0.741
H 0.349 -0.791 1.648 0.075 0.476 -1.639
H 2.475 0.494 -0.235 -0.752 0.007 1.228
H 2.478 0.253 1.611 -0.715 0.212 -1.209
H -0.139 3.921 -0.897 1.332 -0.805 -0.097
H 0.536 2.332 -1.543 0.226 1.291 0.643
H 2.653 4.676 -1.090 -0.897 -0.897 -0.631
H 2.646 3.336 -2.321 -1.134 0.791 1.008
H 0.514 4.619 -3.448 1.022 0.718 1.010
H 2.241 5.287 -3.553 -1.237 -0.300 0.660
H 1.439 6.626 -1.134 -0.811 -0.431 -1.241
H 1.400 7.386 -2.794 -0.053 -1.386 0.717
H -0.796 7.570 -1.876 0.174 -0.581 -0.390
H -0.779 6.489 -3.167 -0.128 0.311 0.695
H 3.823 3.697 0.523 -0.825 0.201 1.313
H 3.728 2.725 2.064 -0.669 1.168 -0.705
H 1.070 5.538 2.515 0.889 -0.165 -1.197
H 1.709 5.454 0.730 0.146 -0.225 1.399
H 2.407 6.640 1.933 -0.561 -1.371 -0.194
H -1.538 1.973 1.120 0.616 0.549 1.415
H -0.948 1.004 2.552 -0.200 1.387 -0.536
H -1.974 2.475 2.883 0.896 -0.402 -1.192
H 1.947 4.320 4.601 -1.401 -0.724 -0.072
H 0.174 4.732 4.448 0.947 -1.277 0.592
H 0.801 3.504 5.765 -0.137 0.237 -1.603
C -2.334 3.880 -5.061 -0.219 -0.255 0.058
Cl -2.664 3.742 -3.332 -0.013 -0.049 -0.119
Cl -1.231 5.221 -5.398 -0.078 0.035 -0.357
H -1.880 2.954 -5.410 0.057 0.180 0.115
H -3.271 4.054 -5.587 0.151 0.090 0.107
C 3.209 -3.751 2.131 -0.034 0.195 0.216
Cl 4.040 -2.847 0.860 0.076 0.001 0.103
Cl 2.585 -5.289 1.520 0.106 -0.194 0.164
H 3.911 -3.950 2.938 -0.053 -0.045 -0.194
H 2.377 -3.154 2.502 0.054 -0.050 -0.219
C 6.365 2.937 -0.603 -0.283 0.110 0.205
Cl 4.932 2.358 -1.457 0.270 -0.075 0.010
Cl 7.848 2.274 -1.307 0.202 0.013 0.015
H 6.398 4.023 -0.667 0.007 -0.180 -0.092
H 6.300 2.630 0.440 -0.022 -0.046 -0.188
C -2.793 5.105 5.668 0.040 0.102 0.168
Cl -1.962 5.974 4.374 -0.272 0.209 0.037
Cl -3.448 3.568 5.094 -0.054 0.007 0.136
H -2.085 4.909 6.472 -0.019 -0.056 -0.210
H -3.611 5.721 6.038 0.078 -0.098 -0.159
C 7.392 -4.839 0.586 -0.179 0.231 -0.062
Cl 8.104 -5.277 2.145 -0.004 0.076 0.065
Cl 7.523 -6.168 -0.573 -0.027 0.037 -0.073
H 6.340 -4.599 0.733 0.154 -0.131 -0.005
H 7.917 -3.972 0.190 0.015 -0.197 0.067
```
Positions in Å, forces in eV/Å.

Results of the Mulliken charge analysis, in e, for atoms 1 through 8:
1. C -1.002
2. C -0.354
3. C -0.693
4. C -0.621
5. C -0.588
6. C -0.724
7. C -0.499
8. C -0.815



# 2
The following is a DFT calculation (wB97M-V/def2-TZVPD) of a 3-piece molecular cluster, C43H42B3BrN2O13P overall at a distorted geometry.

Properties
Energy relative to the best compared isomer or geometry (same formula, charge and spin) ... 246.3 kJ/mol
Spin multiplicity ... 1
Energy ... -5741.77160 Eh
Net charge ... -1

XYZ file:
```
105
Properties=species:S:1:pos:R:3:forces:R:3
C 6.131 -4.824 -1.078 -0.029 0.066 0.351
C 5.130 -3.673 -0.626 1.201 -1.027 -0.586
N 4.363 -3.200 -1.796 -0.318 -0.855 0.148
C 3.336 -2.178 -1.440 -0.070 0.848 0.905
C 1.880 -2.508 -1.887 -0.970 -0.580 0.978
C 0.833 -1.392 -1.459 0.182 1.399 -1.474
P 0.397 -1.324 0.350 0.798 -0.104 2.093
O 1.481 -1.784 1.290 -0.965 0.266 -0.953
O -0.953 -2.255 0.642 1.041 1.043 -0.593
O 0.057 0.268 0.699 -0.174 -1.746 -0.530
O 1.452 -0.127 -1.743 0.273 0.295 0.530
B 1.343 0.197 -3.166 -2.253 -0.822 0.129
Br 2.877 -0.318 -4.413 0.993 -0.175 -0.292
C 0.952 1.713 -3.579 -0.251 3.690 0.154
C 0.496 2.099 -4.913 0.116 -0.220 0.304
C 0.103 3.422 -5.309 0.579 -1.559 1.509
N 0.130 4.453 -4.426 0.374 -1.268 -0.124
C 0.579 4.138 -3.200 0.420 -0.127 1.729
C 1.009 2.870 -2.663 -0.777 -1.011 -2.671
O 0.241 -0.715 -3.579 -0.589 -1.226 -0.520
C -0.413 -1.362 -2.479 1.195 0.480 0.978
C -0.921 -2.850 -2.691 -0.154 -0.346 -0.634
B -2.518 -3.021 -2.793 -0.104 -0.496 0.488
O -3.189 -3.546 -1.661 0.522 0.016 -1.487
O -3.305 -2.737 -3.935 0.407 -1.099 0.463
B -1.667 -0.384 -2.188 -0.542 1.078 -0.059
C -2.281 0.446 -3.431 -0.800 -0.714 -0.143
O -2.313 -0.215 -0.937 0.152 -1.133 -0.809
C 3.830 -4.317 -2.544 -0.109 0.050 -1.497
C 4.051 -4.256 -4.099 0.428 0.338 0.094
O 3.263 -5.266 -2.058 0.401 0.204 0.187
H 6.999 -4.869 -0.370 -0.804 -0.032 -0.494
H 6.561 -4.628 -2.090 -0.428 -0.021 0.700
H 5.624 -5.825 -1.092 0.476 0.924 -0.003
H 5.791 -2.836 -0.289 -0.952 -0.486 -0.005
H 4.497 -4.100 0.190 0.344 0.660 -0.389
H 3.326 -2.106 -0.316 -0.134 -0.130 -0.946
H 3.690 -1.175 -1.788 -0.594 -0.959 -0.035
H 1.540 -3.463 -1.396 0.578 0.687 -0.450
H 1.758 -2.653 -2.989 0.277 0.367 0.884
H -0.767 -2.866 1.375 0.244 0.308 -0.284
H 0.109 0.372 1.665 0.059 -0.192 -0.368
H 0.441 1.292 -5.680 0.042 0.696 0.654
H -0.259 3.593 -6.344 0.296 0.056 0.855
H 0.600 4.991 -2.474 -0.038 -0.639 -0.756
H 1.343 2.738 -1.611 -0.344 0.294 -0.933
H -0.429 -3.264 -3.617 -0.520 0.547 0.651
H -0.603 -3.545 -1.867 -0.175 0.963 -0.516
H -3.936 -4.071 -1.997 -0.079 0.615 0.338
H -3.151 -3.407 -4.624 0.082 0.726 0.094
H -3.386 0.638 -3.295 0.930 -0.150 0.000
H -1.807 1.450 -3.549 -0.110 -0.820 0.081
H -2.171 -0.144 -4.379 0.096 0.769 0.708
H -3.220 -0.559 -1.048 0.313 0.599 0.236
H 4.916 -3.580 -4.326 -1.020 -0.376 0.165
H 4.306 -5.255 -4.526 -0.345 0.504 0.664
H 3.129 -3.907 -4.633 0.802 -0.068 0.611
C 2.360 1.284 4.170 0.082 -0.117 0.032
C 2.973 0.399 3.288 -0.002 0.061 0.016
C 3.703 -0.675 3.776 -0.006 0.034 -0.126
C 3.832 -0.862 5.148 -0.087 0.191 -0.033
C 3.236 0.041 6.034 0.020 -0.053 -0.103
C 2.491 1.107 5.540 -0.097 0.123 -0.117
C 3.406 -0.115 7.499 -0.327 0.469 0.229
O 2.885 0.667 8.273 0.080 -0.108 0.000
C 4.231 -1.241 8.008 0.143 -0.168 0.050
C 4.447 -1.370 9.377 0.086 -0.103 0.191
C 5.205 -2.424 9.864 -0.037 0.024 -0.098
C 5.743 -3.361 8.985 -0.051 0.074 -0.053
C 5.535 -3.234 7.620 0.104 -0.115 0.168
C 4.787 -2.169 7.127 0.000 0.009 0.221
C 4.600 -2.024 5.660 0.179 -0.341 -0.544
O 5.074 -2.840 4.894 0.005 0.054 0.161
H 1.783 2.118 3.787 0.041 -0.026 0.019
H 2.880 0.544 2.218 -0.028 -0.097 0.045
H 4.173 -1.364 3.085 -0.067 -0.051 0.126
H 2.017 1.801 6.223 0.102 -0.119 0.080
H 4.028 -0.645 10.065 -0.057 0.026 -0.178
H 5.376 -2.519 10.930 -0.017 0.008 -0.052
H 6.329 -4.189 9.367 -0.028 0.039 -0.025
H 5.959 -3.962 6.940 -0.090 0.141 -0.091
C -8.444 5.991 -3.901 0.032 -0.039 0.091
C -9.234 6.377 -2.821 0.086 -0.052 0.036
C -8.881 6.004 -1.534 -0.157 0.120 -0.126
C -7.742 5.233 -1.320 -0.019 0.011 -0.208
C -6.964 4.826 -2.405 -0.190 0.133 0.032
C -7.312 5.217 -3.694 -0.131 0.090 -0.158
C -5.772 3.962 -2.199 0.442 -0.231 -0.437
O -5.095 3.612 -3.143 -0.134 0.046 0.063
C -5.434 3.529 -0.820 -0.012 -0.053 0.247
C -4.355 2.673 -0.614 0.127 -0.102 0.018
C -4.023 2.273 0.672 -0.005 0.015 0.066
C -4.761 2.733 1.759 -0.057 0.059 -0.144
C -5.840 3.582 1.559 0.103 -0.112 0.167
C -6.186 3.975 0.270 0.107 -0.068 -0.064
C -7.363 4.854 0.065 -0.251 0.139 0.546
O -8.012 5.254 1.014 0.022 -0.017 -0.123
H -8.716 6.291 -4.907 0.022 -0.018 0.047
H -10.125 6.971 -2.986 0.048 -0.021 0.014
H -9.495 6.310 -0.696 0.156 -0.083 0.050
H -6.703 4.915 -4.537 0.063 -0.074 0.163
H -3.774 2.313 -1.456 -0.071 0.099 -0.009
H -3.185 1.602 0.828 -0.020 0.026 -0.112
H -4.496 2.425 2.764 -0.013 0.017 -0.049
H -6.414 3.934 2.407 -0.067 0.054 -0.160
```
Positions in Å, forces in eV/Å.

Results of the Mulliken charge analysis, in e, for atoms 1 through 8:
1. C -1.284
2. C -0.259
3. N 0.290
4. C -0.655
5. C -1.143
6. C 1.185
7. P 0.884
8. O -0.575



no.,HOMO energy (eV),HOMO-LUMO gap (eV),LUMO level (eV)
1,-4.42,6.620,2.204
2,-5.85,6.420,0.568